No. 1
Formula: C21H42AuClGe2NO3
Source: the OMol25 dataset
Level of theory: ωB97M-V/def2-TZVPD

```
71
Properties=species:S:1:pos:R:3
Au 0.11 -0.21 0.37
C -0.33 1.89 -3.79
C -0.94 1.05 -2.67
C -2.44 1.34 -2.54
C -0.68 -0.44 -2.95
O -0.32 1.35 -1.44
Ge 1.03 2.48 -0.79
O 2.19 0.95 -0.57
C 3.54 0.90 -0.23
C 4.28 -0.04 -1.20
C 4.21 2.28 -0.29
C 3.66 0.38 1.21
O 0.44 2.25 1.03
C -0.27 3.10 1.89
C -0.65 4.40 1.17
C -1.54 2.38 2.35
C 0.62 3.42 3.11
H -0.75 1.60 -4.75
H 0.75 1.73 -3.82
H -0.52 2.95 -3.62
H -2.97 0.97 -3.42
H -2.61 2.40 -2.45
H -2.83 0.85 -1.65
H -1.13 -0.73 -3.90
H -1.10 -1.05 -2.16
H 0.39 -0.61 -3.01
H 4.16 0.32 -2.22
H 3.88 -1.05 -1.13
H 5.34 -0.05 -0.95
H 4.15 2.69 -1.30
H 5.26 2.20 -0.01
H 3.72 2.97 0.40
H 3.29 -0.64 1.26
H 3.05 1.01 1.86
H 4.69 0.41 1.54
H -1.22 4.15 0.27
H 0.25 4.94 0.87
H -1.25 5.04 1.81
H -2.11 2.05 1.48
H -2.15 3.04 2.95
H -1.27 1.51 2.94
H 1.49 4.00 2.81
H 0.95 2.50 3.57
H 0.05 3.99 3.84
C -4.74 -0.75 0.66
Ge -3.14 -1.90 0.50
C -3.49 -3.51 1.74
C -3.19 -2.82 -1.27
C -1.49 -1.19 1.39
H -5.60 -1.42 0.62
H -4.84 -0.04 -0.15
H -4.77 -0.21 1.60
H -4.47 -3.87 1.48
H -3.46 -3.15 2.76
H -2.75 -4.29 1.59
H -4.01 -3.53 -1.23
H -2.28 -3.36 -1.50
H -3.40 -2.09 -2.05
H -1.01 -2.03 1.88
H -1.81 -0.50 2.17
Cl 2.69 -4.59 -2.28
C 2.16 -3.97 -0.78
C 2.12 -4.76 0.37
C 1.73 -4.18 1.56
C 1.36 -2.84 1.57
N 1.34 -2.12 0.46
C 1.73 -2.65 -0.69
H 2.42 -5.80 0.33
H 1.69 -4.75 2.48
H 1.08 -2.34 2.48
H 1.71 -2.01 -1.56
```

## Properties
<S²>	0.7632
electronic energy	-159320.0951	eV
lowest unoccupied orbital energy (alpha / beta)	-9.2 / -9.6	eV
charge	+2
gap between HOMO and LUMO (alpha / beta)	6.033 / 5.676	eV
spin multiplicity	2

***

No. 2
Formula: C6H15AuBrN2O3
Source: the OMol25 dataset
Level of theory: ωB97M-V/def2-TZVPD

```
28
Properties=species:S:1:pos:R:3
Au -0.16 0.78 -1.84
C 0.09 -3.99 -0.05
O 1.18 -3.19 -0.58
C 0.89 -1.96 -0.91
O -0.20 -1.43 -0.78
N 2.00 -1.32 -1.40
N 1.94 -0.03 -1.90
H 0.52 -4.96 0.13
H -0.71 -4.05 -0.79
H -0.27 -3.55 0.87
H 2.85 -1.85 -1.54
H 2.22 0.01 -2.87
H 2.49 0.61 -1.33
Br -0.82 0.03 -4.01
C -0.10 0.83 2.04
C -0.63 1.73 0.92
C -2.01 1.30 0.44
C -0.63 3.21 1.36
O 0.30 1.71 -0.15
H -0.77 0.89 2.90
H 0.89 1.15 2.34
H -0.07 -0.20 1.70
H -2.75 1.46 1.23
H -2.04 0.24 0.19
H -2.34 1.90 -0.42
H -1.29 3.30 2.22
H -0.99 3.85 0.56
H 0.38 3.52 1.65
```

## Properties
electronic energy	-89313.5638	eV
lowest unoccupied orbital energy (alpha / beta)	-7.5 / -7.5	eV
charge	+1
gap between HOMO and LUMO (alpha / beta)	5.796 / 5.795	eV

***

No. 3
Formula: C29H76BN2O17PS
Source: the OMol25 dataset
Level of theory: ωB97M-V/def2-TZVPD

```
127
Properties=species:S:1:pos:R:3
C 1.75 -6.04 0.70
C 2.67 -4.99 1.25
C 4.12 -5.29 1.07
N 2.18 -3.96 1.85
C 1.74 -2.70 1.21
C 0.19 -2.58 1.37
B -0.26 -3.02 2.83
O -0.29 -2.14 3.90
O -0.67 -4.29 3.09
C 2.03 -2.73 -0.27
O 1.61 -1.52 -0.95
S 2.16 -0.15 -0.35
O 2.80 0.65 -1.34
O 1.04 0.51 0.25
C 3.23 -0.60 0.99
C 4.59 -1.24 0.62
C 4.99 -1.18 -0.85
O 6.10 -2.10 -0.99
C 6.06 -2.87 -2.09
O 6.65 -3.94 -2.15
C 2.38 -1.48 1.94
P 3.17 -1.94 3.56
N 4.59 -2.88 3.23
O 3.85 -0.49 3.97
H 1.42 -6.74 1.46
H 0.93 -5.58 0.16
H 2.30 -6.63 -0.04
H 4.77 -4.59 1.57
H 4.33 -6.29 1.44
H 4.33 -5.31 0.00
H -0.13 -1.56 1.17
H -0.28 -3.26 0.67
H -1.03 -1.54 3.78
H -0.56 -4.83 2.31
H 1.48 -3.52 -0.75
H 3.07 -2.90 -0.50
H 3.41 0.32 1.52
H 4.57 -2.28 0.90
H 5.37 -0.75 1.18
H 4.21 -1.47 -1.53
H 5.34 -0.18 -1.11
H 5.50 -2.50 -2.95
H 1.56 -0.83 2.22
H 5.38 -2.49 3.72
H 4.42 -3.77 3.67
H 4.51 -0.26 3.30
C -0.04 3.20 -1.98
C -0.24 4.48 -1.19
O -1.31 4.34 -0.24
H -0.96 2.94 -2.51
H 0.76 3.31 -2.71
H 0.20 2.37 -1.31
H -0.51 5.30 -1.85
H 0.67 4.74 -0.65
H -1.08 3.62 0.35
C -2.70 5.10 -4.54
C -2.88 6.38 -3.75
O -3.97 6.28 -2.83
H -3.61 4.85 -5.07
H -1.88 5.20 -5.25
H -2.48 4.26 -3.87
H -3.12 7.21 -4.41
H -1.97 6.64 -3.20
H -3.77 5.55 -2.23
C -5.56 2.52 -0.08
C -4.48 1.82 -0.89
O -3.75 2.74 -1.70
H -6.25 3.04 -0.74
H -6.12 1.80 0.53
H -5.12 3.26 0.59
H -4.92 1.09 -1.56
H -3.78 1.30 -0.22
H -3.34 3.39 -1.11
C 2.02 7.34 -2.71
C 2.48 6.68 -3.99
O 3.90 6.63 -4.08
H 2.42 8.36 -2.64
H 0.93 7.39 -2.65
H 2.39 6.79 -1.84
H 2.13 7.23 -4.86
H 2.08 5.66 -4.05
H 4.22 6.12 -3.33
C -4.24 -6.35 4.84
C -4.17 -5.21 3.83
O -3.28 -4.18 4.26
H -4.57 -5.98 5.81
H -4.93 -7.12 4.51
H -3.25 -6.80 4.98
H -5.15 -4.75 3.71
H -3.84 -5.59 2.86
H -2.40 -4.57 4.35
C -6.89 3.45 -4.00
C -6.41 2.76 -5.27
O -4.99 2.68 -5.31
H -6.47 4.45 -3.94
H -7.98 3.52 -3.98
H -6.56 2.90 -3.12
H -6.72 3.31 -6.15
H -6.83 1.75 -5.33
H -4.69 2.19 -4.54
C -1.70 -7.49 -1.89
C -1.74 -5.99 -1.66
O -0.45 -5.40 -1.79
H -1.01 -7.96 -1.19
H -2.69 -7.93 -1.77
H -1.35 -7.71 -2.90
H -2.08 -5.77 -0.64
H -2.44 -5.51 -2.35
H -0.15 -5.57 -2.69
C 6.33 7.52 -1.09
C 6.50 6.10 -0.61
O 6.36 5.16 -1.68
H 5.35 7.64 -1.57
H 6.41 8.24 -0.27
H 7.09 7.77 -1.84
H 5.73 5.84 0.12
H 7.47 5.96 -0.13
H 7.04 5.36 -2.33
C -3.76 -1.76 6.74
C -3.48 -2.55 8.00
O -4.31 -3.71 8.08
H -4.81 -1.46 6.70
H -3.13 -0.87 6.68
H -3.57 -2.38 5.86
H -3.70 -1.95 8.89
H -2.43 -2.85 8.04
H -4.12 -4.24 7.31
```

## Properties
electronic energy	-89892.1840	eV
lowest unoccupied orbital energy	-0.2	eV
charge	0
gap between HOMO and LUMO	8.099	eV
SMILES	CC(C)=N[C@]1(CB(O)O)COS(=O)(=O)[C@H](CCOC=O)[C@@H]1P(N)O.CCO.CCO.CCO.CCO.CCO.CCO.CCO.CCO.CCO